1.
{
  "formula": "C48H51ClCoN3OP2Si",
  "method": "ωB97M-V/def2-TZVPD",
  "energy_ha": -4914.2527,
  "spin_multiplicity": 2,
  "total_charge": 1,
  "homo_energy_ev": [-9.37, -9.34],
  "orbital_gap_ev": [6.354, 7.482],
  "symbols": ["C", "H", "H", "C", "C", "H", "H", "H", "C", "H", "C", "H", "H", "C", "C", "N", "O", "C", "N", "H", "H", "C", "C", "C", "H", "H", "H", "H", "C", "H", "C", "C", "C", "C", "C", "H", "C", "C", "C", "Cl", "H", "H", "C", "H", "C", "H", "C", "H", "H", "C", "H", "H", "H", "C", "C", "C", "C", "H", "H", "C", "P", "C", "C", "C", "C", "C", "H", "H", "C", "H", "H", "C", "H", "H", "C", "Si", "P", "C", "C", "H", "H", "H", "H", "C", "C", "H", "C", "H", "C", "C", "N", "H", "H", "H", "H", "H", "C", "C", "H", "H", "H", "C", "C", "H", "H", "H", "Co", "H"],
  "xyz": [[5.46190, -1.62763, -0.23293], [-2.33915, 0.31034, -2.33604], [3.63308, -4.48059, -0.24598], [-2.95884, -4.62325, 3.28977], [-7.19172, 3.28275, 0.19116], [0.90834, -6.72645, 4.15172], [-3.27389, -5.27248, 4.09768], [-4.97444, -1.06412, -1.77472], [-5.96641, 2.94604, 0.76081], [-1.72854, -0.92729, -3.44405], [5.17799, -2.99043, -0.27186], [-5.03004, -2.49268, -0.73023], [4.65260, 0.36082, -0.21141], [0.94076, -6.01439, 3.33577], [-1.81602, -0.64664, -2.38740], [2.00985, -0.20074, -0.33559], [0.56018, -0.50413, 2.11589], [1.04708, -4.21746, 1.20922], [-1.77847, -2.03919, 0.12934], [-3.83143, 5.00285, 0.34627], [0.36528, -1.75994, 5.30262], [-1.98253, 6.02399, 0.01260], [-3.41492, 2.19064, 2.36953], [-4.47481, -1.57245, -0.94072], [6.49065, -1.28741, -0.22612], [1.92790, 0.11747, -1.29824], [1.02558, -5.85678, -1.11130], [-4.54397, -0.92709, -0.06046], [3.11112, -1.13774, -0.23860], [2.64101, -3.27404, 2.30247], [-0.02418, 4.64912, -0.13232], [-1.68785, -2.73352, 2.48780], [-0.61381, 5.90156, -0.15330], [-3.44106, -4.80975, 2.00291], [-2.87054, 3.17785, 3.19004], [-4.02215, 2.11832, 6.20151], [0.69945, 0.30379, 3.04478], [0.89501, -3.42972, -4.11368], [1.24784, 0.93902, 5.32824], [0.05634, 1.98715, 0.01552], [-1.82657, -3.74260, -2.91910], [-8.27109, 3.67019, -1.62213], [0.93797, -3.79283, -1.72100], [1.04404, 4.54013, -0.27850], [0.09550, -5.23529, 1.22114], [-4.11591, 2.73312, -2.06948], [0.94871, -5.16715, -1.93946], [-4.55355, 0.36714, 2.32660], [0.81083, -5.19617, -5.33081], [1.85338, -4.96768, 3.35776], [-2.30244, 3.99459, 2.75968], [-0.66148, -6.94993, 2.25231], [5.98523, -3.71256, -0.32442], [2.82474, -2.49054, -0.19593], [-4.98199, 2.88483, -1.42969], [-3.04417, -3.97771, 0.96624], [-2.07108, -3.57929, 3.51768], [-3.42838, -4.16303, -0.03109], [-8.05513, 3.43371, 0.83107], [-4.85072, 2.73218, -0.04574], [-3.22088, 2.11499, 0.54626], [1.91047, -4.07555, 2.29773], [-0.81392, 3.52618, 0.06537], [3.86324, -3.41947, -0.24202], [0.06206, -6.14304, 2.26967], [4.43206, -0.70179, -0.22025], [1.48149, 1.90773, 4.88906], [-4.94569, 0.31720, 4.75917], [-2.76173, 4.89575, 0.21359], [0.88008, -6.73684, -3.39797], [-3.52711, -3.34962, -3.21652], [-3.09151, 3.14708, 4.56293], [-5.88789, 2.85837, 1.83644], [0.91898, -1.85752, -2.65722], [0.89197, -5.66526, -3.23788], [-2.69532, -1.97679, -1.36550], [1.07180, -2.96403, -0.09779], [0.86159, -4.80230, -4.32260], [-2.20231, 3.61777, 0.25787], [-2.68622, 3.93437, 5.18952], [2.52160, -4.84668, 4.20170], [-3.08180, -4.40768, -1.87351], [1.15402, -2.07123, 3.74458], [-6.19850, 3.23321, -1.99461], [0.91685, -2.93227, -2.82138], [-4.13638, -5.61814, 1.80513], [-3.84074, 2.12641, 5.13235], [2.08188, 0.62768, 5.95456], [-4.14719, 1.15400, 2.95615], [-4.36441, 1.12239, 4.32661], [1.04185, -0.05292, 4.27792], [0.88596, -2.74867, -4.95636], [-1.01970, -1.91014, 2.68827], [-0.79822, -0.47063, -2.01389], [2.12757, -1.60992, 5.15844], [-1.67937, -3.41476, 4.51789], [-2.77556, -3.51847, -2.43347], [1.18087, -1.45892, 4.64122], [0.00144, 6.77954, -0.30796], [0.60009, 1.38405, 2.89693], [0.36156, 1.03931, 5.95160], [-2.15399, -2.90382, 1.17142], [-7.31206, 3.42059, -1.18279], [-6.28752, 3.34374, -3.06955], [-0.63209, -5.31563, 0.42606], [2.21760, 0.62584, 0.21004], [-0.12781, -0.98159, 0.18167], [-2.44763, 7.00238, -0.01266]],
  "forces_ev_per_a": [[-0.01, 0.01, 0.02], [0.03, 0.02, 0.06], [0.03, 0.08, 0.01], [0.06, 0.03, 0.03], [0.01, 0.00, 0.06], [0.00, 0.05, -0.02], [0.03, 0.03, -0.04], [0.05, -0.07, 0.10], [0.06, 0.03, -0.09], [0.01, -0.01, 0.19], [0.03, -0.05, -0.02], [0.03, 0.13, -0.03], [-0.02, -0.05, -0.05], [-0.02, 0.02, 0.00], [-0.19, 0.01, 0.03], [-0.45, 0.03, -0.08], [-0.08, 0.23, 0.28], [-0.12, 0.11, 0.07], [0.43, 0.31, 0.43], [0.03, -0.02, 0.00], [0.03, 0.01, 0.00], [-0.12, 0.08, 0.01], [0.05, -0.10, 0.03], [-0.08, 0.14, -0.06], [-0.06, -0.02, -0.01], [0.08, 0.05, -0.03], [-0.08, -0.02, 0.05], [0.02, -0.01, -0.08], [0.02, 0.03, 0.05], [-0.02, -0.04, 0.04], [0.09, -0.10, 0.00], [0.00, 0.09, -0.11], [0.08, 0.07, -0.01], [-0.03, 0.01, -0.02], [-0.14, 0.01, -0.03], [0.02, -0.02, -0.07], [0.31, -0.31, -0.10], [-0.06, 0.08, 0.03], [-0.11, -0.02, -0.14], [-0.49, 0.23, 0.16], [0.08, -0.03, -0.06], [0.07, 0.00, 0.02], [-0.19, 0.02, -0.02], [-0.08, 0.00, 0.01], [0.04, -0.04, 0.04], [-0.07, -0.04, 0.02], [0.04, 0.06, -0.06], [0.02, 0.01, 0.06], [0.03, 0.01, 0.06], [-0.04, 0.01, 0.00], [-0.01, -0.04, 0.03], [0.02, 0.08, 0.03], [-0.07, 0.06, 0.05], [-0.13, 0.04, 0.14], [0.00, -0.04, 0.00], [0.03, 0.07, -0.13], [0.00, 0.05, -0.02], [0.01, -0.01, 0.27], [0.09, 0.00, -0.06], [-0.05, -0.13, -0.05], [-0.10, 0.10, 0.03], [0.04, -0.05, -0.13], [-0.32, 0.36, -0.09], [0.05, -0.04, 0.02], [-0.05, -0.04, -0.05], [0.05, 0.08, -0.05], [-0.03, -0.03, 0.00], [0.02, 0.03, 0.00], [0.10, 0.03, 0.05], [0.01, 0.05, 0.01], [0.12, -0.01, 0.08], [0.05, 0.00, 0.03], [0.00, -0.05, 0.01], [-0.01, -0.07, -0.07], [0.03, -0.01, 0.06], [0.03, 0.11, 0.05], [-0.01, 0.13, -0.33], [-0.03, -0.04, -0.02], [0.57, -0.27, -0.13], [-0.02, -0.05, -0.05], [0.02, -0.03, -0.04], [0.03, 0.10, -0.23], [-0.05, 0.06, 0.05], [0.01, 0.00, -0.01], [-0.03, 0.01, 0.07], [0.02, 0.05, -0.05], [0.01, 0.02, 0.03], [0.04, 0.02, -0.04], [0.09, -0.03, 0.02], [-0.01, 0.02, -0.10], [0.05, 0.01, 0.06], [-0.01, -0.03, 0.04], [0.02, 0.00, 0.02], [0.08, 0.06, -0.08], [0.03, 0.02, 0.01], [-0.03, 0.01, -0.09], [0.00, -0.14, 0.04], [-0.10, 0.07, -0.01], [-0.03, -0.05, 0.00], [-0.11, 0.05, -0.04], [-0.07, -0.03, 0.08], [-0.17, -0.01, -0.01], [-0.01, 0.00, 0.01], [0.03, 0.00, 0.07], [0.00, -0.02, -0.06], [0.00, 0.11, 0.09], [0.42, -1.57, -0.25], [0.02, -0.06, 0.00]]
}



2.
{
  "formula": "C48H51NO3P3SSiTi",
  "method": "ωB97M-V/def2-TZVPD",
  "energy_ha": -4700.6611,
  "total_charge": 3,
  "homo_energy_ev": -15.79,
  "orbital_gap_ev": 6.995,
  "symbols": ["C", "C", "C", "C", "C", "Si", "C", "H", "C", "S", "C", "H", "H", "C", "H", "C", "C", "O", "Ti", "H", "H", "C", "H", "H", "H", "N", "C", "H", "P", "C", "H", "H", "C", "H", "C", "C", "H", "C", "C", "H", "C", "C", "H", "H", "C", "P", "H", "H", "C", "C", "H", "H", "C", "H", "O", "H", "H", "H", "C", "C", "C", "H", "H", "P", "H", "C", "C", "C", "H", "H", "C", "H", "H", "H", "H", "H", "C", "H", "H", "C", "C", "H", "C", "C", "H", "C", "H", "C", "H", "O", "C", "H", "H", "H", "H", "C", "C", "C", "C", "H", "H", "C", "H", "C", "H", "H", "C", "H", "C"],
  "xyz": [[-4.15572, 0.04164, 3.79976], [-1.40601, 3.61624, 1.06898], [0.35583, -0.83867, -4.47538], [2.95444, -0.47346, -2.13248], [3.29005, 2.64514, 3.22262], [1.75349, 1.40847, -0.44241], [1.30367, -5.16523, -0.45608], [-4.97287, -0.38000, 4.37496], [-2.75485, 4.64025, -2.38599], [-1.58615, 0.86262, -2.21096], [-2.57944, -2.95011, -1.10505], [0.58400, 4.45732, 0.98772], [-2.01431, -3.85893, -0.91235], [-2.68554, -2.10807, 0.13213], [-0.37948, -0.34894, -6.42824], [0.95623, -3.97845, -1.08329], [-2.05409, 1.15375, 2.33543], [-0.59235, -3.38880, 1.92610], [-0.27396, -0.13304, -0.46323], [2.28799, 3.55435, -1.47215], [-3.38051, -1.28920, 0.01898], [0.80006, -3.38512, -5.48714], [0.73938, -4.97744, 3.63870], [-2.84917, 0.21892, 5.49420], [4.26064, 2.82779, 3.67128], [-2.05206, 3.49696, -2.29119], [0.88723, 2.72884, 3.35444], [2.19511, 3.38480, 4.91935], [-0.79660, 1.88527, 1.24057], [1.96242, 1.89877, 1.34049], [4.65008, 2.14629, -0.79352], [1.83479, -0.25454, 2.63035], [-2.96472, 0.38217, 4.42832], [0.00028, -3.89949, -1.58065], [2.12967, 2.95233, 3.92736], [-3.18385, 5.24961, 1.16732], [5.93738, -0.69849, -3.71642], [-0.47907, 4.66015, 0.98549], [4.44259, 1.25942, -1.38876], [4.44589, -4.34875, 0.52335], [-1.17530, -4.21245, 3.01087], [-0.23175, -5.34309, 3.30376], [-0.17193, 6.77882, 0.93836], [-0.09077, -5.97234, 2.42406], [5.42878, 0.77243, -2.23268], [-0.61670, -1.80835, 2.00218], [-2.18650, 5.54290, -2.57114], [1.57787, -3.87911, -3.55748], [-1.91626, 0.92988, 3.70268], [1.12801, -3.10579, -4.16662], [-1.35030, -3.58791, 3.88720], [2.77858, -0.98146, 1.33271], [2.27995, -2.35125, 2.92295], [-4.68937, 5.52235, -2.34668], [-1.37013, -1.48663, 0.47807], [2.39666, -3.26073, 2.33294], [0.60557, -5.99556, -0.44381], [-0.00120, 3.04858, 3.88235], [0.79576, 2.14619, 2.08552], [3.93689, -0.95237, -2.99899], [-3.24835, 0.78960, 1.70764], [-0.65765, -5.95774, 4.09919], [3.21172, -2.15258, 3.45553], [1.39414, -1.37219, -1.97703], [-1.04941, 3.53269, -2.42629], [3.45774, -4.24012, 0.08805], [-2.25885, 6.28014, 1.07080], [1.38938, 2.92528, -1.45743], [-3.58663, -3.23215, -1.42026], [4.12283, 1.96170, 1.37495], [5.17235, -0.32940, -3.04446], [-0.98982, 1.14297, 4.21015], [0.22648, 0.16695, -4.10617], [-2.13266, -4.57716, 2.64925], [6.39491, 1.26218, -2.27355], [-3.50605, 3.14534, 1.27120], [3.10778, -3.04581, -0.53166], [-2.98797, -2.69537, 0.98968], [-2.12109, -2.39976, -1.92757], [2.55808, -5.29748, 0.13019], [0.89643, -1.82899, -3.65227], [2.84240, -6.23289, 0.60016], [3.18730, 0.63663, -1.32445], [-4.29777, 0.24296, 2.43158], [-4.43902, 1.25507, -1.81377], [-0.90458, 5.98159, 0.97817], [-3.36194, 0.94743, 0.64082], [-3.97396, 2.22298, -1.93786], [3.82876, -2.23689, -0.57191], [0.78055, -1.37489, 1.19990], [0.03021, -1.12419, -5.79118], [3.74053, -1.81011, -3.63351], [-2.58748, 7.31281, 1.10003], [1.50545, -2.51338, 3.67795], [-4.23940, 5.47442, 1.27465], [-4.11844, 4.60811, -2.26186], [-4.73125, 3.38362, -2.04048], [3.20653, 2.14783, 1.93071], [-2.76414, 3.92417, 1.15974], [1.16679, 2.63884, -2.48996], [0.99041, -4.37485, -5.88717], [1.98661, -1.15559, 2.05054], [-5.22620, -0.02167, 1.93675], [-2.60272, 2.28827, -2.06385], [-0.01548, -2.62834, -7.32336], [-5.81129, 3.32813, -1.96337], [0.24250, -2.40179, -6.29487], [0.57915, 3.51628, -1.03626], [1.85477, -2.91111, -1.12591]],
  "forces_ev_per_a": [[-0.01, -0.01, 0.04], [0.01, -0.07, -0.12], [0.10, -0.09, -0.11], [0.10, -0.09, -0.12], [0.04, 0.02, 0.04], [0.12, -0.18, 0.01], [0.00, 0.04, -0.01], [0.07, 0.04, -0.05], [0.14, 0.03, 0.03], [0.15, -0.23, 0.11], [0.06, -0.09, 0.00], [0.00, -0.01, -0.05], [0.00, -0.01, -0.02], [0.24, 0.18, 0.09], [0.03, -0.06, 0.04], [0.06, -0.03, 0.07], [0.03, -0.16, -0.08], [-0.15, 0.10, 0.01], [-0.79, 0.57, -0.43], [-0.09, -0.05, 0.00], [-0.08, 0.22, -0.04], [0.00, -0.02, -0.01], [-0.04, -0.01, 0.00], [-0.01, 0.02, -0.09], [-0.09, -0.02, -0.03], [0.10, 0.11, -0.01], [0.02, -0.04, -0.06], [0.00, -0.02, -0.08], [0.39, 0.25, 0.34], [0.05, 0.04, 0.23], [-0.02, -0.11, -0.10], [-0.14, 0.10, 0.10], [-0.05, -0.04, 0.06], [-0.06, 0.01, -0.01], [0.01, 0.01, 0.03], [-0.03, -0.05, -0.05], [-0.03, 0.02, 0.04], [-0.03, 0.02, 0.01], [-0.04, -0.02, 0.01], [-0.10, 0.01, -0.04], [0.20, 0.03, -0.09], [0.05, -0.14, 0.06], [-0.04, -0.04, 0.00], [-0.01, 0.04, 0.05], [0.00, 0.03, 0.02], [-0.13, -0.66, 0.10], [-0.02, -0.07, 0.02], [-0.03, 0.03, -0.02], [0.00, -0.01, -0.03], [-0.02, -0.03, -0.08], [0.04, 0.12, 0.00], [0.12, 0.03, -0.13], [-0.05, -0.03, -0.03], [0.02, -0.04, -0.01], [-0.46, -0.62, 0.29], [-0.01, 0.06, 0.03], [0.06, 0.07, -0.02], [-0.05, -0.08, 0.05], [0.08, 0.16, 0.09], [0.04, -0.01, -0.07], [-0.03, -0.05, 0.12], [0.04, 0.00, -0.04], [-0.01, -0.03, 0.00], [0.61, 0.08, -0.14], [0.15, 0.02, 0.05], [0.03, -0.01, 0.00], [0.03, 0.02, 0.00], [-0.09, 0.24, -0.25], [0.05, 0.00, 0.03], [-0.14, -0.01, 0.10], [0.02, -0.01, -0.03], [0.10, 0.09, 0.04], [-0.03, 0.11, 0.05], [-0.06, 0.03, -0.10], [-0.06, -0.04, -0.01], [0.02, 0.04, 0.01], [0.08, -0.03, 0.00], [-0.02, -0.08, 0.23], [0.01, 0.04, -0.09], [0.01, -0.02, 0.00], [-0.15, -0.04, 0.00], [-0.03, 0.08, -0.03], [0.37, 0.00, 0.12], [0.02, 0.00, -0.02], [-0.04, 0.04, 0.03], [-0.02, -0.01, 0.01], [-0.02, -0.01, -0.11], [-0.29, -0.03, 0.03], [-0.04, -0.06, 0.00], [-0.28, 0.69, 0.17], [0.00, 0.02, 0.00], [0.01, 0.03, 0.02], [0.02, -0.07, -0.01], [0.05, 0.05, -0.01], [0.07, -0.02, 0.00], [-0.08, 0.17, 0.02], [-0.13, -0.19, 0.04], [-0.02, 0.01, -0.08], [-0.05, 0.06, -0.08], [0.03, 0.05, 0.04], [-0.03, 0.09, 0.03], [-0.11, -0.38, -0.08], [0.07, 0.03, 0.03], [0.18, -0.14, -0.03], [0.03, 0.02, 0.09], [0.06, -0.02, 0.00], [0.01, -0.05, -0.02], [-0.09, 0.10, -0.04], [-0.06, -0.06, -0.04]]
}